1.
{"formula": "C35H23Br4Cl2N2O4Sn", "method": "ωB97M-V/def2-TZVPD", "e_lumo_ev": -3.9, "homo_lumo_gap_ev": 6.9, "largest_force_ev_per_a": 0.4, "homo_energy_ev": -10.84, "total_charge": 1, "symbols": ["Sn", "Br", "C", "C", "C", "N", "C", "C", "C", "C", "C", "Br", "C", "C", "N", "H", "H", "H", "H", "H", "H", "Br", "C", "C", "C", "C", "C", "C", "C", "C", "C", "C", "H", "H", "H", "H", "H", "H", "O", "C", "O", "C", "C", "C", "C", "C", "C", "H", "H", "H", "H", "H", "Cl", "C", "Cl", "H", "H", "Br", "C", "C", "C", "C", "C", "C", "C", "O", "O", "H", "H", "H", "H"], "xyz": [[0.0338, -0.2167, 0.4022], [4.8356, -0.3473, 5.1950], [3.4669, -0.4053, 3.9240], [3.5447, -1.2820, 2.8534], [2.5250, -1.2598, 1.9289], [1.4747, -0.4473, 2.0542], [1.3756, 0.3760, 3.1000], [2.3670, 0.4302, 4.0602], [0.1259, 1.1820, 3.1607], [-0.1433, 2.0629, 4.1918], [-1.3334, 2.7738, 4.1620], [-1.7391, 3.9679, 5.5428], [-2.2129, 2.6003, 3.1063], [-1.8728, 1.7018, 2.1168], [-0.7399, 0.9980, 2.1542], [4.3844, -1.9486, 2.7266], [2.5373, -1.9059, 1.0603], [2.2962, 1.0961, 4.9056], [0.5520, 2.2049, 5.0042], [-3.1398, 3.1514, 3.0493], [-2.5134, 1.5340, 1.2630], [-0.9647, -2.2463, 2.9552], [-1.6290, -3.4371, 1.6316], [-2.2490, -4.5492, 2.1174], [-2.7955, -5.4979, 1.2353], [-2.6976, -5.2865, -0.1041], [-2.0611, -4.1318, -0.6207], [-2.0026, -3.9663, -2.0248], [-1.4057, -2.8742, -2.5701], [-0.8498, -1.8995, -1.7235], [-0.8774, -2.0054, -0.3543], [-1.4931, -3.1488, 0.2445], [-2.3230, -4.6964, 3.1857], [-3.2837, -6.3780, 1.6300], [-3.1065, -6.0010, -0.8071], [-2.4458, -4.7295, -2.6520], [-1.3580, -2.7412, -3.6423], [-0.3889, -1.0409, -2.1949], [0.3633, 1.8816, -0.1395], [-0.6996, 1.9429, -0.8327], [-1.4538, 0.9166, -0.8249], [-1.0356, 3.1521, -1.5980], [-2.1805, 3.1685, -2.3917], [-2.4906, 4.3050, -3.1184], [-1.6611, 5.4173, -3.0491], [-0.5193, 5.3996, -2.2579], [-0.2010, 4.2653, -1.5313], [-2.8092, 2.2892, -2.4340], [-3.3748, 4.3255, -3.7409], [-1.9040, 6.3038, -3.6204], [0.1232, 6.2685, -2.2133], [0.6893, 4.2259, -0.9183], [-3.8393, -0.9568, 1.4628], [-5.4196, -0.7712, 0.6697], [-5.5549, -1.8134, -0.7449], [-5.5207, 0.2593, 0.3524], [-6.1820, -1.0482, 1.3868], [7.5670, 1.0772, -2.8449], [5.8229, 0.3538, -2.9497], [5.4458, -0.3607, -4.0770], [4.1663, -0.8923, -4.1472], [3.2745, -0.7147, -3.1010], [3.6648, 0.0071, -1.9794], [4.9440, 0.5475, -1.9009], [2.7405, 0.2363, -0.8271], [3.0319, 0.9583, 0.1086], [1.5935, -0.4112, -0.9186], [6.1461, -0.4977, -4.8892], [3.8695, -1.4503, -5.0252], [2.2798, -1.1353, -3.1466], [5.2305, 1.1142, -1.0262]], "atomic_forces_ev_per_a": [[-0.0800, 0.1209, -0.4053], [-0.0012, -0.0032, 0.0051], [-0.0052, 0.0003, 0.0086], [0.0182, 0.0165, 0.0062], [-0.0484, -0.0071, -0.0064], [0.1442, 0.0458, -0.1446], [-0.1124, -0.0116, -0.0118], [-0.0230, -0.0233, 0.0317], [0.0127, -0.0238, -0.0058], [0.0158, -0.0322, -0.0285], [-0.0148, 0.0173, 0.0067], [0.0082, -0.0009, -0.0065], [-0.0182, 0.0147, 0.0251], [0.0017, -0.0447, -0.0074], [0.0701, -0.0344, 0.0501], [-0.0015, -0.0033, 0.0112], [0.0120, 0.0397, -0.0324], [0.0262, 0.0070, -0.0059], [-0.0122, 0.0099, 0.0022], [-0.0012, -0.0076, -0.0006], [-0.0081, -0.0275, 0.0062], [0.0098, 0.0651, -0.0076], [0.0242, 0.0224, -0.0603], [-0.0063, -0.0048, 0.0125], [0.0059, 0.0008, 0.0013], [-0.0021, -0.0017, 0.0133], [0.0019, -0.0012, -0.0460], [0.0369, 0.0550, 0.0150], [-0.0430, -0.0630, -0.0238], [0.0761, 0.1037, -0.0441], [-0.0478, -0.0698, 0.2583], [-0.0060, -0.0604, 0.0862], [0.0048, -0.0036, -0.0029], [0.0011, 0.0005, -0.0013], [-0.0063, 0.0077, -0.0029], [0.0010, -0.0048, 0.0046], [0.0014, 0.0036, 0.0008], [-0.0162, -0.0103, 0.0023], [-0.0656, 0.1009, -0.0098], [0.1693, 0.0890, 0.0928], [0.0994, -0.0508, 0.0673], [-0.0663, -0.0246, -0.0097], [-0.0024, 0.0145, 0.0180], [-0.0065, -0.0051, 0.0035], [0.0015, 0.0069, -0.0057], [-0.0001, -0.0052, -0.0013], [0.0124, 0.0038, -0.0029], [0.0017, -0.0019, -0.0071], [0.0015, 0.0005, -0.0006], [-0.0017, -0.0011, 0.0038], [-0.0001, -0.0031, -0.0022], [-0.0006, -0.0044, 0.0010], [-0.1242, 0.0564, 0.0915], [0.0659, -0.0513, -0.0839], [-0.0024, 0.0030, -0.0027], [-0.0091, 0.0037, 0.0010], [-0.0110, -0.0063, -0.0046], [-0.0011, -0.0005, -0.0042], [-0.0165, -0.0017, 0.0059], [0.0080, 0.0087, -0.0060], [0.0028, -0.0068, 0.0005], [0.0037, -0.0325, 0.0023], [0.0205, -0.0064, 0.0237], [0.0102, 0.0251, -0.0087], [-0.0835, 0.3731, 0.0781], [0.0719, -0.2248, 0.0010], [-0.0868, -0.3490, 0.0527], [-0.0012, -0.0035, 0.0015], [-0.0010, 0.0012, -0.0004], [-0.0003, 0.0047, 0.0023], [-0.0061, -0.0041, -0.0002]]}

---

2.
{"formula": "C35H23BrIN8RuS", "method": "ωB97M-V/def2-TZVPD", "e_lumo_ev": -11.7, "homo_lumo_gap_ev": 3.0, "largest_force_ev_per_a": 2.2, "homo_energy_ev": -14.72, "total_charge": 3, "symbols": ["Ru", "C", "C", "C", "C", "C", "C", "N", "C", "C", "C", "C", "C", "C", "N", "N", "C", "C", "C", "C", "C", "N", "H", "H", "H", "H", "H", "H", "H", "H", "H", "H", "H", "H", "H", "S", "N", "C", "C", "C", "C", "C", "N", "C", "C", "N", "C", "C", "C", "C", "C", "N", "H", "H", "H", "H", "H", "H", "Br", "C", "C", "C", "C", "C", "C", "I", "H", "H", "H", "H"], "xyz": [[0.4039, 1.3414, -0.3524], [-4.3370, -0.5378, -0.4204], [-3.5881, -0.6021, -1.7610], [-2.4225, 0.3985, -1.8329], [-2.4691, 1.6148, -0.9536], [-3.5973, 1.8291, -0.0963], [-4.4337, 0.8098, 0.1956], [-1.3756, 2.3561, -0.9279], [-1.2719, 3.7282, -0.6836], [-2.2813, 4.6626, -0.9068], [-2.0223, 6.0041, -0.6812], [-0.7661, 6.4442, -0.2587], [0.2704, 5.5470, -0.1183], [0.0245, 4.1928, -0.3491], [0.9946, 3.1948, -0.3552], [2.2209, 3.4766, -0.3229], [3.0453, 2.3933, -0.5363], [4.4236, 2.5518, -0.5464], [5.2165, 1.4914, -0.9572], [4.6068, 0.3101, -1.3583], [3.2284, 0.1946, -1.2669], [2.4596, 1.1976, -0.8476], [-5.3265, -0.9879, -0.4643], [-4.1885, -0.7123, -2.6579], [-2.1700, 0.7311, -2.8393], [-3.6945, 2.7802, 0.4101], [-5.2069, 0.9713, 0.9396], [-3.2493, 4.3449, -1.2712], [-2.8099, 6.7286, -0.8413], [-0.6007, 7.4957, -0.0708], [1.2681, 5.8631, 0.1543], [4.8441, 3.5073, -0.2639], [6.2929, 1.5920, -0.9848], [5.1919, -0.5130, -1.7429], [2.7236, -0.7222, -1.5460], [-3.5868, -2.4212, 4.6086], [-2.2406, -1.5571, 4.8568], [-1.8278, -1.1238, 3.6923], [-0.7010, -0.2586, 3.4358], [0.0929, 0.3344, 4.4193], [1.0933, 1.2081, 4.0356], [1.2689, 1.4864, 2.6864], [0.5166, 0.9176, 1.7446], [-0.4456, 0.0420, 2.0966], [-1.2107, -0.5361, 1.0076], [-0.6921, -0.3495, -0.2019], [-1.4384, -0.7499, -1.3550], [-2.6398, -1.7015, -1.2213], [-3.3144, -1.6344, 0.1618], [-2.4129, -1.2448, 1.2676], [-2.6851, -1.5503, 2.6055], [-3.7207, -2.2829, 3.0376], [-0.0955, 0.1078, 5.4613], [1.7322, 1.6852, 4.7649], [2.0305, 2.1786, 2.3522], [-0.7456, -1.0350, -2.1448], [-2.5335, -2.6844, -1.6681], [-3.8580, -2.5357, 0.4348], [3.6718, -5.6995, 1.4706], [3.2863, -5.8004, -0.3726], [3.8335, -6.8372, -1.1182], [3.5802, -6.9282, -2.4753], [2.7658, -5.9926, -3.0989], [2.2081, -4.9605, -2.3624], [2.4715, -4.8638, -1.0048], [1.6053, -3.2840, 0.0692], [4.4525, -7.5713, -0.6215], [4.0190, -7.7310, -3.0513], [2.5523, -6.0685, -4.1561], [1.5637, -4.2358, -2.8411]], "atomic_forces_ev_per_a": [[-0.2672, -2.0631, -0.5873], [0.0437, 0.0022, -0.1226], [-0.2012, 0.0461, -0.1228], [0.1104, -0.1323, 0.2623], [0.4615, 0.1603, 0.1783], [-0.4555, 0.2692, -0.1194], [0.2458, 0.0938, 0.0506], [-0.1279, -0.7656, -0.2252], [0.2288, 0.7726, 0.4131], [0.1288, -0.3521, 0.1288], [0.0672, 0.1682, 0.0641], [-0.1674, 0.0366, -0.0473], [0.2335, -0.3322, -0.0220], [-0.9684, 0.5044, 0.0145], [1.3911, 0.3075, 0.4057], [-0.6814, 0.9104, 0.0899], [0.7620, -0.9570, -0.2531], [-0.4485, 0.3827, 0.0388], [-0.0507, -0.4125, -0.0843], [0.2930, 0.3418, -0.0223], [-0.3340, -0.2122, -0.1112], [-0.2775, 0.4216, 1.1997], [0.0307, -0.0376, -0.0203], [0.0228, -0.0138, -0.0048], [-0.0660, 0.0286, -0.0033], [-0.0237, -0.0292, 0.0268], [0.0641, 0.0034, 0.0707], [-0.0136, 0.0441, -0.0020], [-0.0036, -0.0110, -0.0088], [0.0158, 0.0023, -0.0280], [-0.0161, 0.0572, -0.0097], [-0.0099, 0.0181, -0.0524], [0.0015, 0.0137, -0.0111], [-0.0451, -0.0632, 0.0605], [-0.0012, -0.0344, 0.1612], [0.0839, 0.0934, -0.2862], [0.0579, 0.0112, 0.3818], [-0.3457, -0.1706, -0.5016], [0.2662, 0.2595, -0.0386], [-0.1724, -0.1429, 0.0108], [0.0546, -0.0081, -0.1459], [0.1484, 0.0733, 0.2107], [-0.0875, 0.3477, -1.7672], [0.0239, -0.0160, 0.3056], [0.4232, -0.2574, 0.2202], [-0.1035, 1.0867, 0.4285], [-0.2410, -0.2506, -0.4517], [0.1322, -0.1353, -0.0384], [-0.0003, -0.1167, 0.0564], [-0.2449, -0.2172, -0.1482], [0.5298, 0.3687, 0.2215], [-0.4116, -0.2900, 0.1376], [0.0426, 0.0225, 0.0155], [0.0033, -0.0011, 0.0003], [-0.0324, 0.0217, -0.0031], [0.0406, -0.0240, 0.0809], [0.0153, 0.0006, 0.0192], [0.0041, 0.0096, 0.0041], [0.0291, -0.0732, -0.0446], [-0.1365, 0.2020, 0.0406], [0.0152, 0.0137, 0.1058], [-0.0656, 0.0637, -0.1073], [0.0122, -0.0446, 0.0198], [-0.0660, 0.0716, -0.0200], [0.1574, -0.2110, 0.0497], [-0.1294, 0.1713, -0.0521], [0.0290, 0.0152, -0.0132], [-0.0081, -0.0306, 0.0307], [0.0273, -0.0013, -0.0060], [0.0066, -0.0106, -0.0226]]}

---

3.
{"formula": "C35H24BrF5N4O4SZr", "method": "ωB97M-V/def2-TZVPD", "e_lumo_ev": -7.2, "homo_lumo_gap_ev": 6.0, "largest_force_ev_per_a": 0.6, "homo_energy_ev": -13.21, "total_charge": 2, "symbols": ["Zr", "O", "C", "C", "C", "C", "C", "C", "C", "O", "N", "N", "C", "C", "Br", "C", "C", "C", "C", "C", "C", "C", "H", "H", "H", "H", "H", "H", "H", "H", "H", "H", "H", "H", "H", "H", "O", "C", "O", "C", "C", "C", "C", "C", "C", "N", "C", "C", "C", "C", "C", "C", "N", "H", "H", "H", "H", "H", "H", "H", "H", "H", "H", "F", "C", "C", "F", "C", "F", "C", "S", "C", "F", "C", "F"], "xyz": [[0.0771, 0.6058, 0.3973], [1.8578, 1.3656, -3.3148], [1.5813, 0.2428, -4.0485], [2.2026, 0.1459, -5.2862], [1.9883, -0.9513, -6.0978], [1.1365, -1.9712, -5.6912], [0.5120, -1.8770, -4.4642], [0.7288, -0.7844, -3.6206], [0.0815, -0.8616, -2.2567], [0.0529, 0.3496, -1.5290], [0.8145, -1.8508, -1.4331], [1.1345, -1.4118, -0.1619], [2.0733, -2.0373, 0.4528], [2.5690, -1.7090, 1.7507], [1.6629, -0.2407, 2.6067], [3.6198, -2.2550, 2.3788], [4.3266, -3.4548, 1.9514], [5.7150, -3.5076, 2.1206], [6.4175, -4.6235, 1.7053], [5.7461, -5.7073, 1.1511], [4.3637, -5.6781, 1.0175], [3.6548, -4.5573, 1.4110], [1.2030, 1.4123, -2.6118], [2.8499, 0.9569, -5.5945], [2.4785, -1.0077, -7.0603], [0.9547, -2.8238, -6.3303], [-0.1653, -2.6607, -4.1404], [-0.9549, -1.1947, -2.3485], [1.6069, -2.2495, -1.9293], [2.5869, -2.8588, -0.0434], [3.9850, -1.7724, 3.2807], [6.2336, -2.6629, 2.5544], [7.4918, -4.6579, 1.8249], [6.2986, -6.5841, 0.8412], [3.8384, -6.5380, 0.6244], [2.5717, -4.5582, 1.3595], [7.2319, 1.9515, 2.7922], [6.3364, 1.1194, 2.2706], [6.4789, -0.0706, 2.3221], [5.0987, 1.7011, 1.6394], [4.5809, 1.0460, 0.5236], [3.3553, 1.4181, 0.0128], [2.6321, 2.4303, 0.6451], [3.1562, 3.1225, 1.7199], [4.4048, 2.7623, 2.2075], [1.2680, 2.5679, 0.2600], [0.7285, 3.6507, -0.1429], [-0.6841, 3.6271, -0.5114], [-1.2933, 4.7012, -1.1236], [-2.6280, 4.5821, -1.4973], [-3.2872, 3.3966, -1.2475], [-2.5947, 2.3491, -0.6463], [-1.3177, 2.4560, -0.2903], [7.0745, 2.8764, 2.5637], [5.1467, 0.2352, 0.0823], [2.9498, 0.9435, -0.8774], [2.5732, 3.8921, 2.2118], [4.7999, 3.2736, 3.0774], [1.2990, 4.5738, -0.2349], [-0.7380, 5.6121, -1.3050], [-3.1371, 5.4058, -1.9793], [-4.3245, 3.2626, -1.5200], [-3.0758, 1.3979, -0.4593], [-3.8267, 2.7788, 5.6448], [-3.3963, 2.0263, 4.6521], [-4.1260, 0.9234, 4.2357], [-5.2595, 0.6246, 4.8415], [-3.6746, 0.1390, 3.1857], [-4.3975, -0.9050, 2.8058], [-2.4852, 0.4246, 2.5241], [-1.9144, -0.5871, 1.2072], [-1.7927, 1.5274, 2.9778], [-0.6000, 1.8611, 2.3517], [-2.2090, 2.3349, 4.0113], [-1.4793, 3.3849, 4.3712]], "atomic_forces_ev_per_a": [[-0.0426, 0.0500, -0.5969], [-0.0040, -0.0630, 0.1043], [-0.0643, -0.2453, -0.0807], [0.0508, 0.0612, -0.0365], [0.0022, -0.0199, -0.0026], [-0.0006, -0.0411, -0.0475], [-0.0514, 0.0495, 0.0478], [0.0071, 0.1639, 0.0858], [0.2233, -0.0892, -0.0113], [-0.1533, 0.0570, 0.3226], [0.0333, 0.0289, 0.0197], [-0.0249, 0.1668, -0.0051], [0.0527, -0.1979, -0.1410], [-0.1917, 0.2242, 0.1254], [0.0794, -0.0150, -0.0471], [0.0665, -0.0418, 0.1459], [0.1038, -0.0721, -0.0718], [-0.0708, 0.0418, 0.0368], [0.0400, -0.0692, -0.0242], [-0.0106, 0.0640, 0.0159], [-0.0111, -0.0274, -0.0208], [-0.0303, 0.0055, 0.0180], [-0.1239, 0.0338, 0.1170], [-0.0123, -0.0173, -0.0102], [0.0060, 0.0104, 0.0045], [0.0002, 0.0068, 0.0011], [0.0028, 0.0075, -0.0200], [0.0132, -0.0392, -0.0619], [-0.0398, 0.0739, 0.0544], [-0.0146, 0.0613, -0.0240], [0.0203, 0.0181, -0.0403], [0.0266, 0.0360, 0.0089], [-0.0066, 0.0149, 0.0002], [-0.0015, 0.0025, 0.0130], [-0.0006, 0.0050, 0.0025], [0.0269, -0.0535, 0.0267], [0.1829, 0.0840, 0.1218], [-0.2066, -0.0678, -0.1711], [0.0087, -0.0562, 0.0373], [-0.0223, 0.0390, 0.0220], [0.1216, -0.0348, 0.0326], [-0.1462, 0.0302, -0.0543], [0.2265, -0.1136, -0.0873], [-0.1142, 0.1379, 0.0926], [0.1098, -0.0387, 0.0339], [-0.2108, -0.0537, 0.0001], [0.1519, 0.0484, 0.1113], [-0.0833, 0.0112, -0.2003], [0.0757, 0.0834, 0.1313], [-0.1242, 0.0329, -0.0566], [-0.0013, 0.0335, -0.0152], [0.0666, 0.0363, -0.0117], [0.0225, -0.2717, 0.1305], [-0.0583, -0.0221, -0.0301], [-0.0229, 0.0124, -0.0070], [0.0505, -0.0142, 0.0110], [0.0193, -0.0188, 0.0121], [-0.0135, 0.0008, -0.0086], [0.0213, -0.0177, -0.0318], [-0.0129, -0.0014, 0.0132], [0.0072, -0.0018, 0.0068], [0.0042, -0.0056, 0.0033], [0.0281, -0.0174, 0.0229], [0.0130, -0.0321, -0.0317], [-0.0412, 0.0586, 0.0877], [-0.1722, -0.0808, 0.0524], [0.0558, 0.0150, -0.0322], [-0.0553, -0.1267, -0.0692], [0.0213, 0.0623, 0.0423], [0.0214, 0.1016, 0.0723], [0.0076, -0.0533, -0.1725], [-0.0372, 0.0669, 0.0345], [0.0309, -0.1416, 0.0294], [0.2388, 0.1553, -0.0575], [-0.0635, -0.0310, 0.0271]]}